45
Properties=species:S:1:pos:R:3:forces:R:3 method="wB97M-V/def2-TZVPD" homo_ev=-8.2 de_lowest_kcal_mol=120.7 smiles="O=[N+]([O-])c1c(NCCCO)cc(N2CCCCCC2)c2nonc12" multiplicity=1
H -1.715 0.175 0.015 -0.1358 0.0943 -0.0126
C 1.427 -0.199 1.144 1.2278 -0.9575 -0.2542
H -2.287 1.365 1.509 0.0227 0.0111 0.0744
N -0.220 1.472 1.786 -0.0444 -0.3559 0.0080
N 2.484 0.128 1.852 -0.4217 0.3560 0.1304
H -2.513 3.578 0.438 -0.0859 -0.0371 -0.0419
H -2.637 -0.752 -3.664 0.0834 -0.0087 -0.0731
O 0.462 -3.638 -2.016 -0.1122 -0.2540 -0.2401
C 0.125 0.398 1.042 -0.6279 0.0779 -0.0657
H -1.387 2.560 -0.474 -0.0386 -0.0359 -0.0951
C 1.636 3.140 1.684 -0.0835 -0.0872 -0.1079
H -4.159 1.122 -3.406 -0.0695 -0.1212 0.0532
H -0.523 4.693 1.527 -0.0441 0.1276 0.0716
O 2.392 -3.536 -1.072 0.0347 -0.0143 0.0203
N -1.365 -1.951 -1.380 0.2113 -0.3267 -0.1287
C 1.774 -1.372 0.376 0.4616 0.5623 0.6164
C -0.445 4.177 0.568 0.0047 -0.1651 -0.3213
H 0.937 2.789 -0.325 0.0287 0.0040 -0.0883
C 0.755 2.217 2.548 0.5920 0.2950 0.2262
H 1.398 1.522 3.089 -0.1725 0.2068 0.0844
H -1.028 -2.753 -1.919 -0.0095 0.2386 0.2649
N 3.018 -1.679 0.676 -0.2649 -0.7355 -0.6863
C 0.969 3.614 0.391 0.0430 0.1579 0.2249
C -0.730 -0.230 0.155 -0.1707 0.5157 0.3191
H -0.629 4.916 -0.214 -0.0161 0.0535 0.0713
H -1.718 2.656 2.558 0.0225 -0.0950 -0.0327
C 0.857 -1.990 -0.506 -0.3536 0.5049 0.2256
H -3.143 -1.106 -0.684 0.0021 -0.1097 -0.0792
H -3.532 1.842 -1.327 -0.0619 -0.0267 -0.0179
C -2.697 -1.467 -1.616 -0.1540 0.5145 -0.0683
H -4.905 -0.264 -2.580 -0.0022 0.0449 -0.0839
N 1.263 -3.109 -1.226 0.0649 -0.3493 -0.2773
H -1.910 0.346 -2.490 0.0312 0.0265 -0.0416
C -0.431 -1.397 -0.593 0.3866 -0.8148 -0.4206
O 3.428 -0.767 1.563 -0.0191 0.5195 0.3924
C -4.062 0.431 -2.558 0.3040 -0.1901 -0.4932
C -1.504 2.116 1.632 -0.4405 0.1090 -0.3924
C -1.530 3.105 0.462 0.0342 0.0512 0.3291
H 0.204 2.811 3.279 -0.0026 -0.1094 -0.0386
H 1.913 4.004 2.289 0.0673 0.0354 0.0404
H -3.296 -2.310 -1.965 0.0071 0.0305 0.0898
O -4.177 1.126 -1.337 0.0713 0.2733 0.4807
C -2.744 -0.340 -2.661 -0.4419 -0.0129 0.3182
H 2.553 2.613 1.422 0.0510 0.0554 0.0850
H 1.610 4.385 -0.042 0.0214 -0.0590 -0.0650

9
Properties=species:S:1:pos:R:3:forces:R:3 method="wB97M-V/def2-TZVPD" homo_ev=-10.2 de_lowest_kcal_mol=170.8 smiles="N/C(=N/F)N(F)F" multiplicity=1
C 0.196 -0.027 0.183 -2.3839 2.0511 -2.2631
N -0.077 -1.240 0.641 -1.4803 -5.7651 0.6506
N -0.957 0.783 -0.315 -0.7534 -1.3388 1.2248
H -0.769 -1.975 0.297 0.4931 2.6693 -0.0306
F -1.477 0.157 -1.486 1.0735 0.9287 0.5887
F 1.660 1.726 -0.031 -0.6473 -1.3529 0.3247
F -0.596 2.070 -0.588 -0.2216 -0.9794 -0.8447
H 0.691 -1.901 0.893 -0.1439 1.9099 -0.1222
N 1.329 0.406 0.406 4.0638 1.8771 0.4719

60
Properties=species:S:1:pos:R:3:forces:R:3 method="wB97M-V/def2-TZVPD" homo_ev=-8.9 de_lowest_kcal_mol=39.2 smiles="COCCNC(=O)NC(=O)CN1CCN(C(c2ccccc2)c2ccccc2)CC1" multiplicity=1
C -3.604 -0.323 -0.226 0.1116 0.4306 0.1072
H 4.841 3.583 -1.974 -0.0143 0.0787 -0.0175
H 2.354 -3.745 -1.812 -0.0285 -0.0341 -0.0759
C 0.607 1.491 2.439 0.1515 -0.2594 0.1894
O -8.038 -0.920 -1.277 0.2384 0.0144 -0.1512
C 2.751 -4.206 0.240 0.0061 -0.0820 0.0465
H -9.964 -1.482 -1.235 -0.0649 0.0011 0.0812
C 5.378 -0.113 -1.062 0.0088 0.0163 0.0256
C -5.739 -0.311 -1.400 -0.3394 -0.3164 -0.0119
H -9.572 -0.146 -0.118 -0.0099 -0.0339 -0.0128
H 6.903 -0.108 -2.558 0.0608 -0.0448 -0.0400
H -0.474 1.600 -0.699 0.0237 0.0127 -0.0149
C 3.146 -3.703 1.467 -0.0290 -0.1308 0.0597
H 3.486 2.535 -0.200 -0.0900 0.0489 0.0386
O -3.387 -1.506 -0.345 0.0632 -0.4664 -0.0225
H 0.720 2.670 0.078 -0.0538 -0.0269 -0.0121
H 3.748 -1.971 2.564 0.0350 0.0609 0.0837
H 2.520 -5.256 0.132 -0.0154 -0.0825 -0.0096
C 2.950 -2.013 -0.714 0.0030 -0.0309 0.0374
C 1.360 0.621 -0.133 -0.2122 0.2414 -0.1227
O -3.627 2.553 0.454 -0.1401 0.3507 0.0187
H -6.009 0.247 -2.301 0.0296 -0.0730 0.0306
C 3.437 -2.357 1.602 0.0272 0.0898 -0.0697
C 6.147 0.474 -2.052 0.0948 -0.0269 -0.0357
C 4.397 0.618 -0.403 0.0678 0.0547 -0.0130
H 1.064 2.494 2.489 -0.0317 -0.0363 0.0223
H -1.327 3.327 1.340 -0.0854 -0.1276 -0.0046
H 4.167 0.120 1.633 -0.1233 -0.0837 -0.0892
C 4.991 2.543 -1.724 0.0436 0.0709 -0.0509
C -6.976 -0.419 -0.503 0.1740 0.0702 -0.0113
N 2.342 0.733 0.927 0.0601 0.0012 0.0931
C 2.657 -3.358 -0.850 -0.0458 0.0028 -0.1001
C -2.723 1.804 0.770 0.1346 -0.0226 0.0576
H 1.846 0.810 -1.091 -0.0544 -0.0427 -0.0227
H 1.261 -0.552 2.229 0.0482 0.0599 0.0499
H 3.227 -4.358 2.322 0.0065 -0.0557 0.0584
N -0.377 1.407 1.375 -0.0110 0.1687 0.1286
C 0.271 1.663 0.098 0.1500 -0.2065 -0.2337
C -9.221 -1.096 -0.541 -0.0334 0.0002 0.0406
N -4.650 0.350 -0.729 -0.3945 0.3666 0.0020
H -4.728 1.337 -0.502 0.1671 -0.1438 0.0194
H -1.847 -0.004 0.810 -0.1614 0.0408 -0.0816
H -7.233 0.575 -0.099 0.0320 -0.0989 -0.0082
N -2.679 0.480 0.482 0.1474 -0.4171 0.0268
H 0.115 1.282 3.392 0.0133 0.0350 -0.0162
H -9.077 -1.813 0.278 -0.0236 0.0141 -0.0232
C 1.706 0.458 2.198 -0.1383 0.2068 0.1916
H -1.820 2.222 2.634 0.0109 0.0256 -0.0567
H 2.450 0.537 2.994 -0.0045 -0.0402 -0.0022
H 6.548 2.257 -3.168 0.0444 0.0332 -0.0643
H 5.543 -1.148 -0.799 0.0007 -0.0758 -0.0157
H 0.893 -0.379 -0.160 0.0533 0.0804 -0.0584
C 3.343 -1.495 0.516 0.0389 -0.0445 0.1273
C 4.225 1.957 -0.733 0.0014 -0.0109 0.0130
C 3.584 -0.011 0.709 -0.0059 0.0248 0.1419
C 5.951 1.801 -2.392 0.0512 0.0464 -0.0712
C -1.522 2.269 1.582 0.0717 0.0927 0.0133
H -6.766 -1.089 0.346 0.0093 0.0837 -0.0502
H 2.889 -1.363 -1.574 -0.0021 0.0525 -0.0826
H -5.406 -1.310 -1.684 -0.0674 0.1373 -0.0520